(1)
2 unconnected molecules or ions with the total composition C6H15N3 in a non-equilibrium geometry. Source: the Open Molecules 2025 dataset; level of theory: ωB97M-V with the def2-TZVPD basis set.

- multiplicity = 1
- energy relative to the best compared isomer or geometry (same formula, charge and spin) (kJ/mol) = 585.4
- maximum force (eV Å⁻¹) = 8.63
- HOMO (alpha / beta) (eV) = -16.3 / -17.3
- LUMO energy (alpha / beta) (eV) = -8.6 / -8.8
- electronic energy (eV) = -10913.2110
- Kohn-Sham gap (alpha / beta) (eV) = 7.7 / 8.5
- charge = +2

Positions of all 24 atoms, in Å:
1 C -1.971 -1.589 -0.565
2 C -0.902 0.575 -0.134
3 C -2.590 -2.198 0.614
4 C 2.462 0.615 0.780
5 C -1.975 2.640 -0.204
6 C 1.965 -0.531 0.070
7 N -1.484 -0.354 -0.552
8 N -0.771 1.841 0.154
9 N 2.798 -0.845 -1.137
10 H -1.980 -2.090 -1.475
11 H -2.153 -1.878 1.627
12 H -2.483 -3.300 0.805
13 H -3.630 -2.040 0.735
14 H 3.276 0.345 1.391
15 H 3.014 1.281 0.244
16 H 1.845 0.996 1.561
17 H -1.566 3.589 -0.631
18 H -2.310 3.080 0.781
19 H -2.630 2.126 -0.732
20 H 1.643 -1.530 0.481
21 H 0.192 2.093 0.276
22 H 3.773 -1.018 -0.853
23 H 2.833 0.034 -1.706
24 H 2.643 -1.841 -1.528

(2)
3 unconnected molecules or ions with the total composition C6H15N3O3 in a non-equilibrium geometry. Source: the Open Molecules 2025 dataset; level of theory: ωB97M-V with the def2-TZVPD basis set.

- multiplicity = 1
- energy relative to the best compared isomer or geometry (same formula, charge and spin) (kJ/mol) = 81.4
- maximum force (eV Å⁻¹) = 4.83
- HOMO (eV) = -9.0
- LUMO energy (eV) = 0.3
- SMILES = CC(N)=O.CC(N)=O.CC(N)=O
- electronic energy (eV) = -17078.8575
- Kohn-Sham gap (eV) = 9.3

Positions of all 27 atoms, in Å:
1 C 4.167 -2.132 -2.615
2 C 2.944 -1.148 -2.391
3 N 1.970 -1.207 -3.235
4 O 2.781 -0.593 -1.323
5 H 3.903 -2.711 -3.500
6 H 4.031 -2.791 -1.757
7 H 5.104 -1.590 -2.740
8 H 1.781 -2.057 -3.747
9 H 1.271 -0.538 -2.944
10 C 0.993 2.304 0.900
11 C -0.030 1.311 0.390
12 N 0.291 0.430 -0.605
13 O -1.210 1.460 0.668
14 H 1.648 1.719 1.546
15 H 0.675 3.165 1.488
16 H 1.676 2.622 0.112
17 H 1.211 0.034 -0.737
18 H -0.494 -0.110 -0.940
19 C -4.374 0.221 1.622
20 C -3.700 0.041 2.988
21 N -2.420 0.177 2.931
22 O -4.363 -0.085 4.014
23 H -4.080 1.177 1.188
24 H -5.430 0.254 1.889
25 H -4.312 -0.539 0.844
26 H -1.991 0.551 2.097
27 H -2.042 0.035 3.857

(3)
2 unconnected molecules or ions with the total composition C6H15N3Si in a non-equilibrium geometry. Source: the Open Molecules 2025 dataset; level of theory: ωB97M-V with the def2-TZVPD basis set.

- multiplicity = 1
- energy relative to the best compared isomer or geometry (same formula, charge and spin) (kJ/mol) = 98.9
- maximum force (eV Å⁻¹) = 3.71
- HOMO (eV) = -17.7
- LUMO energy (eV) = -8.7
- electronic energy (eV) = -18794.4690
- Kohn-Sham gap (eV) = 9.1
- charge = +2

Positions of all 25 atoms, in Å:
1 C -2.977 -0.402 0.299
2 C -2.738 0.528 -0.860
3 C -1.089 -0.981 -0.713
4 C 2.021 -1.277 1.488
5 C 1.041 1.623 0.813
6 C 3.072 0.156 -1.239
7 N -1.899 -1.327 0.231
8 N -2.530 0.973 0.456
9 N -1.525 0.057 -1.417
10 Si 2.011 0.129 0.282
11 H -3.970 -0.703 0.643
12 H -3.544 0.910 -1.632
13 H -0.153 -1.378 -1.024
14 H 2.710 -2.017 1.233
15 H 2.156 -1.176 2.542
16 H 1.113 -1.871 1.452
17 H 1.626 2.164 1.617
18 H 1.097 2.293 -0.011
19 H 0.060 1.595 1.342
20 H 3.836 1.080 -1.222
21 H 3.695 -0.675 -1.597
22 H 2.419 0.584 -2.106
23 H -1.800 -2.035 0.920
24 H -3.289 1.641 0.876
25 H -1.344 0.110 -2.374

(4)
A gas-phase ion, C6H15N4O (charge +1) in a non-equilibrium geometry. Source: the Open Molecules 2025 dataset; level of theory: ωB97M-V with the def2-TZVPD basis set.

- multiplicity = 1
- energy relative to the best compared isomer or geometry (same formula, charge and spin) (kJ/mol) = 263.0
- maximum force (eV Å⁻¹) = 4.81
- HOMO (alpha / beta) (eV) = -13.6 / -13.6
- LUMO energy (alpha / beta) (eV) = -5.4 / -5.4
- SMILES = CC[C@H](NC)N(C)C(=O)N=[NH2+]
- electronic energy (eV) = -14463.7831
- Kohn-Sham gap (alpha / beta) (eV) = 8.2 / 8.2
- charge = +1

Positions of all 26 atoms, in Å:
1 C 2.032 -1.230 1.506
2 C 1.647 0.246 1.019
3 C 0.782 0.148 -0.297
4 N 0.156 1.438 -0.493
5 C -0.361 1.579 -1.825
6 N -0.348 -0.818 -0.221
7 C -0.220 -2.101 -0.962
8 C -1.514 -0.363 0.087
9 O -2.587 -0.897 0.062
10 N -1.405 0.842 0.861
11 N -2.522 1.398 1.121
12 H 2.426 -1.879 0.781
13 H 1.307 -1.700 2.162
14 H 2.765 -1.038 2.280
15 H 2.613 0.778 0.945
16 H 0.969 0.677 1.787
17 H 1.451 -0.137 -1.184
18 H 0.659 2.209 -0.109
19 H -0.788 2.562 -2.056
20 H 0.377 1.575 -2.540
21 H -1.054 0.809 -1.916
22 H 0.298 -1.929 -1.931
23 H 0.545 -2.692 -0.340
24 H -1.221 -2.609 -1.037
25 H -2.684 2.068 1.845
26 H -3.325 1.065 0.456

(5)
2 unconnected molecules or ions with the total composition C6H15N4O in a non-equilibrium geometry. Source: the Open Molecules 2025 dataset; level of theory: ωB97M-V with the def2-TZVPD basis set.

- multiplicity = 1
- energy relative to the best compared isomer or geometry (same formula, charge and spin) (kJ/mol) = 219.3
- maximum force (eV Å⁻¹) = 3.51
- HOMO (eV) = -10.9
- LUMO energy (eV) = -2.4
- electronic energy (eV) = -14464.2354
- Kohn-Sham gap (eV) = 8.4
- charge = +1

Positions of all 26 atoms, in Å:
1 C -0.451 -0.303 1.749
2 C 0.743 0.548 -2.983
3 C -0.722 1.552 0.567
4 C -1.898 1.275 1.158
5 C 0.994 -0.656 -0.778
6 C 1.959 -2.688 0.001
7 N 0.162 0.471 0.702
8 N -1.815 0.019 1.745
9 N 1.405 0.227 -1.728
10 N -3.024 2.042 1.379
11 O 1.965 -1.272 -0.040
12 H -0.183 -1.294 1.576
13 H -0.034 0.028 2.770
14 H 1.513 0.480 -3.752
15 H -0.235 0.054 -3.048
16 H -0.461 2.496 0.115
17 H 0.344 1.533 -3.071
18 H 0.078 -1.251 -1.030
19 H 2.139 -2.960 1.048
20 H 2.766 -3.182 -0.535
21 H 0.982 -3.055 -0.338
22 H 1.014 0.790 1.068
23 H -2.422 -0.263 2.440
24 H 2.264 0.870 -1.751
25 H -3.293 2.905 0.870
26 H -3.788 1.632 1.867

(6)
A gas-phase ion, C6H15N4O2S2 (charge +1) in a non-equilibrium geometry. Source: the Open Molecules 2025 dataset; level of theory: ωB97M-V with the def2-TZVPD basis set.

- multiplicity = 1
- energy relative to the best compared isomer or geometry (same formula, charge and spin) (kJ/mol) = 0.0
- maximum force (eV Å⁻¹) = 3.83
- HOMO (eV) = -12.8
- LUMO energy (eV) = -3.3
- SMILES = CC(=O)N(S)[C@](N)(CN)/[N+](S)=C(/C)O
- electronic energy (eV) = -38182.5152
- Kohn-Sham gap (eV) = 9.5
- charge = +1

Positions of all 29 atoms, in Å:
1 C -2.313 2.065 -0.162
2 C -1.357 1.086 0.265
3 O -0.868 1.118 1.373
4 N -0.854 0.055 -0.596
5 S -1.461 0.056 -2.233
6 C 0.045 -0.944 -0.159
7 N 0.651 -1.627 -1.197
8 C -0.504 -1.865 0.876
9 N -1.621 -2.616 0.315
10 N 1.301 -0.115 0.549
11 S 1.247 0.166 2.246
12 C 2.059 0.666 -0.187
13 C 2.655 1.886 0.433
14 O 2.375 0.395 -1.463
15 H -3.294 1.901 0.428
16 H -2.558 2.091 -1.200
17 H -2.021 3.140 0.049
18 H -2.432 -1.050 -2.091
19 H 0.545 -2.682 -1.234
20 H 0.292 -1.164 -2.073
21 H -0.897 -1.262 1.760
22 H 0.375 -2.622 0.969
23 H -2.356 -1.966 0.031
24 H -2.023 -3.036 1.092
25 H 2.605 0.038 2.313
26 H 3.520 1.566 1.023
27 H 1.918 2.481 1.114
28 H 3.015 2.550 -0.323
29 H 1.956 -0.312 -1.915

(7)
A gas-phase ion, C6H15N4S (charge +1) in a non-equilibrium geometry. Source: the Open Molecules 2025 dataset; level of theory: ωB97M-V with the def2-TZVPD basis set.

- multiplicity = 1
- energy relative to the best compared isomer or geometry (same formula, charge and spin) (kJ/mol) = 84.6
- maximum force (eV Å⁻¹) = 6.31
- HOMO (eV) = -12.4
- LUMO energy (eV) = -3.4
- electronic energy (eV) = -23250.8293
- Kohn-Sham gap (eV) = 9.0
- charge = +1

Positions of all 26 atoms, in Å:
1 C 0.742 0.206 0.383
2 C 1.452 1.490 -0.152
3 C 2.929 0.994 -0.237
4 C 2.709 -0.524 -0.524
5 C 1.219 -2.081 0.777
6 C -3.983 1.453 0.098
7 N -2.882 0.508 -0.345
8 N -1.289 -1.656 -0.801
9 N 1.512 -0.878 0.252
10 N -0.560 0.190 0.767
11 S -1.884 -0.981 0.430
12 H 0.975 1.877 -1.156
13 H 1.224 2.287 0.548
14 H 3.488 1.438 -1.068
15 H 3.476 1.084 0.714
16 H 2.800 -0.824 -1.571
17 H 3.479 -1.240 -0.128
18 H 0.989 -2.028 1.875
19 H 0.341 -2.573 0.274
20 H 2.141 -2.663 0.862
21 H -3.932 1.535 1.254
22 H -3.873 2.362 -0.482
23 H -5.094 0.929 -0.018
24 H -2.936 0.302 -1.355
25 H -1.962 -2.265 -1.250
26 H -1.084 1.056 0.855

(8)
A gas-phase ion, C6H15N5 (charge +2) in a non-equilibrium geometry. Source: the Open Molecules 2025 dataset; level of theory: ωB97M-V with the def2-TZVPD basis set.

- multiplicity = 1
- energy relative to the best compared isomer or geometry (same formula, charge and spin) (kJ/mol) = 141.9
- maximum force (eV Å⁻¹) = 2.09
- HOMO (alpha / beta) (eV) = -15.8 / -15.4
- LUMO energy (alpha / beta) (eV) = -7.8 / -7.8
- electronic energy (eV) = -13896.7861
- Kohn-Sham gap (alpha / beta) (eV) = 8.0 / 7.6
- charge = +2

Positions of all 26 atoms, in Å:
1 C 1.123 -0.373 1.072
2 C -0.837 1.511 -0.261
3 C 1.059 2.313 0.978
4 C 0.635 -0.574 -0.312
5 C 1.842 -0.869 -1.205
6 C -1.597 -1.733 0.269
7 N 1.316 -1.197 1.948
8 N -0.137 0.503 -0.884
9 N -0.274 2.253 0.694
10 N -2.102 1.754 -0.634
11 N -0.234 -1.861 -0.285
12 H 1.369 2.752 1.904
13 H 1.765 2.150 0.187
14 H 1.540 -1.011 -2.241
15 H 2.380 -1.751 -0.867
16 H 2.540 -0.035 -1.176
17 H -2.023 -2.723 0.430
18 H -1.566 -1.215 1.226
19 H -2.246 -1.194 -0.419
20 H 1.709 -1.019 2.863
21 H -0.285 0.411 -1.881
22 H -0.888 2.828 1.268
23 H -2.523 1.278 -1.417
24 H -2.577 2.593 -0.333
25 H -0.283 -2.265 -1.230
26 H 0.294 -2.524 0.304

(9)
A single C6H15NO molecule in a non-equilibrium geometry. Source: the Open Molecules 2025 dataset; level of theory: ωB97M-V with the def2-TZVPD basis set.

- multiplicity = 1
- energy relative to the best compared isomer or geometry (same formula, charge and spin) (kJ/mol) = 235.2
- maximum force (eV Å⁻¹) = 2.18
- HOMO (eV) = -8.7
- LUMO energy (eV) = 0.9
- SMILES = CCC(C)(C)N(C)O
- electronic energy (eV) = -10001.3192
- Kohn-Sham gap (eV) = 9.7

Positions of all 23 atoms, in Å:
1 C 0.425 -2.360 1.019
2 C -0.005 -1.506 -0.163
3 C 0.016 0.096 0.079
4 C -1.118 0.495 1.024
5 C 1.370 0.511 0.646
6 N -0.125 0.640 -1.263
7 C -0.054 2.160 -1.344
8 O -1.386 0.245 -1.815
9 H 1.484 -2.241 1.234
10 H -0.141 -2.116 1.915
11 H 0.248 -3.411 0.793
12 H -1.027 -1.761 -0.444
13 H 0.646 -1.708 -1.016
14 H -2.078 0.331 0.540
15 H -1.039 1.545 1.298
16 H -1.076 -0.097 1.934
17 H 1.392 1.574 0.871
18 H 1.556 -0.023 1.573
19 H 2.162 0.285 -0.064
20 H -0.380 2.426 -2.348
21 H 0.985 2.445 -1.209
22 H -0.693 2.692 -0.633
23 H -1.161 -0.221 -2.630

(10)
2 unconnected molecules or ions with the total composition C6H15NO in a non-equilibrium geometry. Source: the Open Molecules 2025 dataset; level of theory: ωB97M-V with the def2-TZVPD basis set.

- multiplicity = 1
- energy relative to the best compared isomer or geometry (same formula, charge and spin) (kJ/mol) = 185.6
- maximum force (eV Å⁻¹) = 4.02
- HOMO (eV) = -9.9
- LUMO energy (eV) = 0.8
- SMILES = CCC(N)=O.CCC
- electronic energy (eV) = -10001.8334
- Kohn-Sham gap (eV) = 10.7

Positions of all 23 atoms, in Å:
1 C -1.318 -2.609 0.776
2 C -1.368 -1.013 1.028
3 C -2.414 -0.256 0.289
4 N -2.055 0.971 -0.381
5 O -3.578 -0.687 0.049
6 H -0.632 -2.676 0.028
7 H -2.333 -2.980 0.411
8 H -0.837 -3.025 1.672
9 H -1.647 -0.913 2.151
10 H -0.319 -0.638 0.980
11 H -2.926 1.465 -0.631
12 H -1.424 1.630 0.085
13 C 2.346 1.689 -1.532
14 C 1.301 1.091 -0.598
15 C 2.009 0.179 0.425
16 H 2.971 0.958 -1.934
17 H 2.792 2.611 -1.007
18 H 1.833 2.006 -2.505
19 H 0.732 1.969 -0.129
20 H 0.429 0.615 -1.153
21 H 2.447 0.634 1.248
22 H 1.321 -0.486 0.819
23 H 2.670 -0.534 -0.092

(11)
A molecular structure, C6H15NO in a non-equilibrium geometry. Source: the Open Molecules 2025 dataset; level of theory: ωB97M-V with the def2-TZVPD basis set.

- multiplicity = 1
- energy relative to the best compared isomer or geometry (same formula, charge and spin) (kJ/mol) = 425.2
- maximum force (eV Å⁻¹) = 5.54
- HOMO (eV) = -8.7
- LUMO energy (eV) = 1.1
- electronic energy (eV) = -9999.3505
- Kohn-Sham gap (eV) = 9.8

Positions of all 23 atoms, in Å:
1 C 0.613 0.866 -0.990
2 N -0.667 0.257 -1.394
3 C -0.673 -1.198 -1.380
4 C -1.493 -1.810 -0.202
5 C -1.084 -1.464 1.230
6 O 0.617 -1.424 1.190
7 C 0.485 1.693 0.276
8 C 1.826 2.004 0.913
9 H 0.952 1.512 -1.804
10 H 1.355 0.101 -0.775
11 H -1.032 0.643 -2.248
12 H -1.075 -1.707 -2.249
13 H 0.304 -1.585 -1.104
14 H -1.298 -2.882 -0.211
15 H -2.564 -1.688 -0.379
16 H -1.515 -0.565 1.668
17 H -1.113 -2.352 1.837
18 H 0.041 -0.710 1.079
19 H -0.097 2.612 0.149
20 H -0.156 1.258 1.049
21 H 2.425 1.133 1.171
22 H 1.706 2.591 1.826
23 H 2.443 2.713 0.348

(12)
2 unconnected molecules or ions with the total composition C6H15NO in a non-equilibrium geometry. Source: the Open Molecules 2025 dataset; level of theory: ωB97M-V with the def2-TZVPD basis set.

- multiplicity = 1
- energy relative to the best compared isomer or geometry (same formula, charge and spin) (kJ/mol) = 139.0
- maximum force (eV Å⁻¹) = 1.03
- HOMO (eV) = -8.1
- LUMO energy (eV) = 0.7
- SMILES = CCN1CCCC1.O
- electronic energy (eV) = -10002.3168
- Kohn-Sham gap (eV) = 8.8

Positions of all 23 atoms, in Å:
1 C -1.875 -0.806 1.751
2 C -1.163 -0.802 0.412
3 N -0.930 0.549 -0.070
4 C -0.782 0.794 -1.491
5 C 0.734 0.894 -1.810
6 C 1.377 1.151 -0.420
7 C 0.180 1.219 0.576
8 H -2.812 -0.243 1.755
9 H -1.206 -0.283 2.435
10 H -2.033 -1.788 2.184
11 H -0.245 -1.394 0.487
12 H -1.705 -1.340 -0.366
13 H -1.215 1.772 -1.710
14 H -1.290 0.021 -2.061
15 H 0.922 1.716 -2.493
16 H 1.069 -0.063 -2.201
17 H 1.942 2.080 -0.423
18 H 1.989 0.294 -0.163
19 H -0.046 2.250 0.853
20 H 0.516 0.702 1.469
21 O 1.940 -2.357 0.727
22 H 2.805 -1.927 0.788
23 H 1.828 -2.437 -0.229